## w
Density functional theory data (the ωB97M-V functional and the def2-TZVPD basis) for a single C3H9NS2 molecule.

CARTESIAN COORDINATES (ANGSTROEM)
C (2.06148, -1.57005, 2.46396)
N (0.65918, -1.47756, 2.14597)
C (0.18159, -0.24021, 1.59627)
C (-0.20848, -0.41993, 0.12010)
S (-0.52316, 1.19156, -0.63217)
S (-0.83973, 0.71430, -2.58885)
H (2.63568, -1.32895, 1.57724)
H (2.30472, -2.52885, 2.90124)
H (2.39631, -0.83073, 3.21253)
H (0.02655, -1.88882, 2.81145)
H (-0.68639, 0.07492, 2.16857)
H (0.91526, 0.57203, 1.63920)
H (-1.11097, -1.02819, 0.07390)
H (0.57300, -0.98426, -0.39882)
H (-2.14890, 0.43420, -2.53220)

Charge: 0
SMILES string: CNCCSS
Molar mass: 123.25 g/mol

## x
Density functional theory data (the ωB97M-V functional and the def2-TZVPD basis) for a single C3H9NS2 molecule.

CARTESIAN COORDINATES (ANGSTROEM)
C (2.63509, -0.75718, 2.25914)
S (0.85659, -0.43837, 1.79907)
S (0.84993, -0.50196, -0.34733)
C (-0.28558, 0.85642, -0.57300)
C (-1.71951, 0.35920, -0.80031)
N (-1.89815, -0.43193, -2.04568)
H (2.77668, -0.16228, 3.14608)
H (2.79252, -1.83431, 2.24901)
H (3.17095, -0.53648, 1.32283)
H (0.00563, 1.41930, -1.47107)
H (-0.34510, 1.60244, 0.22295)
H (-2.55378, 1.03340, -0.59023)
H (-1.84284, -0.41676, -0.01138)
H (-1.56746, -0.01033, -2.91739)
H (-2.87498, -0.18116, -2.24270)

Charge: 0
SMILES string: CSSCCN
Molar mass: 123.25 g/mol

## y
Density functional theory data (the ωB97M-V functional and the def2-TZVPD basis) for a single C3H9NS2 molecule.

CARTESIAN COORDINATES (ANGSTROEM)
C (-0.24306, 0.59507, 3.13706)
S (-0.35201, -0.80218, 1.99994)
S (0.87645, -0.36519, 0.52912)
C (0.01220, 0.53195, -0.72775)
C (-0.37066, -0.22615, -2.02169)
N (0.77792, -1.07718, -2.37426)
H (-0.95594, 1.39145, 2.90883)
H (-0.57050, 0.27471, 4.12847)
H (0.74928, 1.03621, 3.13077)
H (0.72601, 1.26487, -1.12688)
H (-0.79390, 1.10056, -0.26616)
H (-0.60515, 0.37064, -2.89817)
H (-1.20782, -0.88465, -1.75382)
H (1.57460, -1.33198, -1.82945)
H (0.38258, -1.87812, -2.83601)

Charge: 0
SMILES string: CSSCCN
Molar mass: 123.25 g/mol

Relative energies, eV: w 0.000; x 0.745; y 0.242.

## w
Density functional theory data (the ωB97M-V functional and the def2-TZVPD basis) for 2 unconnected molecules or ions with the total composition C3H10N2O3.

CARTESIAN COORDINATES (ANGSTROEM)
N (0.01323, -1.35384, 1.56869)
C (0.40421, -0.12322, 1.01605)
O (1.58516, 0.15485, 0.93771)
N (-0.53625, 0.86730, 0.79322)
C (-1.97023, 0.55802, 0.77692)
C (-2.68788, 1.26664, -0.35600)
O (-1.95509, 1.06413, -1.60095)
H (-0.87253, -1.51502, 2.02999)
H (0.67182, -1.53124, 2.32077)
H (-0.24614, 1.38069, -0.02471)
H (-2.38376, 0.83317, 1.76093)
H (-2.12570, -0.52251, 0.73422)
H (-3.72400, 0.94172, -0.47961)
H (-2.80556, 2.35724, -0.38598)
H (-1.64061, 1.91682, -1.87148)
O (4.55272, -2.07184, -2.41915)
H (4.24056, -1.18371, -2.59976)
H (5.09972, -1.95609, -1.65433)

Charge: 0
SMILES string: NC(=O)NCCO.O
Molar mass: 122.12 g/mol

## x
Density functional theory data (the ωB97M-V functional and the def2-TZVPD basis) for a molecular structure, C3H10N2O3.

CARTESIAN COORDINATES (ANGSTROEM)
C (-1.39526, -0.95981, 1.61699)
O (-0.49392, 0.65377, 1.22820)
O (-1.37678, 1.71772, 1.11760)
H (-1.31932, 1.97059, 0.17499)
H (-2.37882, -0.53742, 1.42893)
H (-1.19299, -0.89062, 2.68133)
H (-1.50058, -2.01016, 1.33859)
C (2.01037, 0.14319, -0.38168)
N (0.86681, -0.54998, -0.92719)
C (-0.08445, 0.06331, -1.71306)
O (0.45902, -1.63715, -0.24323)
N (-0.12520, 1.26543, -2.11942)
H (-0.25844, -1.29418, 0.56184)
H (0.77309, 1.74232, -2.05004)
H (-0.88128, -0.62697, -1.97600)
H (1.69745, 0.76171, 0.47032)
H (2.74626, -0.59244, -0.06311)
H (2.45405, 0.78068, -1.14503)

Charge: 0
Molar mass: 122.12 g/mol

Relative energies, eV: w 0.000; x 8.049.